A cluster of 6 separate species, C10H31O6 in total, computed with ωB97M-V/def2-TZVPD.

Results
HOMO level   -5.3 eV
DFT total energy   -851.0350 hartree
Kohn-Sham gap   0.3131 hartree
Total charge   -1
Energy above the lowest of the compared OMol25 structures with the same formula, charge and spin   70.5 kJ/mol

Positions of all 47 atoms, in Å:
O  1.35859  -0.84024  -0.62548
H  1.74107  -0.07013  -1.07969
C  -2.31831  2.29791  -0.55081
C  -1.16421  1.48826  -1.05514
O  -0.76071  0.64580  0.05087
H  -2.90181  2.74503  -1.35649
H  -2.01090  3.10154  0.11994
H  -2.92184  1.62765  0.06191
H  -0.31172  2.09312  -1.37042
H  -1.44533  0.81786  -1.86999
H  0.05903  0.18966  -0.24184
C  -0.83675  -0.50478  3.45189
C  0.38153  -1.40609  3.13574
O  0.02834  -2.78472  3.15211
H  -1.69438  -0.82249  2.85932
H  -0.59654  0.49215  3.07860
H  -1.16083  -0.49170  4.49388
H  1.26282  -1.20635  3.74964
H  0.70237  -1.13801  2.12829
H  -0.11689  -2.99416  4.07900
C  1.73669  1.14885  -3.83554
C  1.73744  -0.36527  -4.04173
O  0.69645  -0.91493  -3.26365
H  0.81076  1.64221  -4.12855
H  2.56796  1.57794  -4.40062
H  1.89797  1.32817  -2.77206
H  2.69837  -0.81042  -3.77173
H  1.54543  -0.64276  -5.07961
H  0.85997  -0.90119  -2.29792
C  -3.83097  -1.60008  0.77871
C  -2.92568  -2.29227  -0.23323
O  -1.56219  -1.97845  0.07903
H  -3.51382  -1.76576  1.80764
H  -4.84152  -2.00879  0.69824
H  -3.84135  -0.52418  0.60521
H  -3.03550  -1.95608  -1.26738
H  -2.99589  -3.38010  -0.24411
H  -1.40245  -1.03802  -0.09475
C  2.40210  1.81865  1.55791
C  3.47112  1.21609  0.66533
O  3.52523  -0.18259  0.80987
H  2.51430  1.57570  2.61478
H  1.44478  1.41168  1.22895
H  2.33870  2.90337  1.44445
H  4.44774  1.62041  0.93780
H  3.23387  1.43252  -0.38023
H  2.72695  -0.55500  0.37185

These are the Mulliken partial charges, in e, on atoms 1 to 8:
1 O -1.174
2 H 0.080
3 C -1.236
4 C 0.076
5 O -0.277
6 H 0.341
7 H 0.334
8 H 0.129



A structure of composition H19O9, computed with ωB97M-V/def2-TZVPD.

Results
HOMO level   -14.2 eV
DFT total energy   -688.1614 hartree
Kohn-Sham gap   0.3918 hartree
Total charge   +1
Energy above the lowest of the compared OMol25 structures with the same formula, charge and spin   565.2 kJ/mol

Positions of all 28 atoms, in Å:
O  0.23760  0.83557  2.34410
H  -0.80473  0.00780  0.87253
H  -1.81222  -2.65173  1.74775
O  3.66795  0.68727  0.72511
H  4.41922  1.13679  0.33286
O  -4.50513  -1.78967  0.38771
H  1.09035  2.51676  -1.41691
H  -3.85210  -2.47194  0.40074
O  0.31207  2.43292  -2.02255
H  -4.35123  -1.08253  0.96277
H  4.21656  0.00223  1.39411
O  -0.56475  0.00398  -0.03091
H  4.59876  0.75572  -1.84314
H  -1.18716  0.06608  -0.73480
O  3.81167  0.33088  -1.73099
H  3.29908  0.74595  -1.02569
H  0.47418  -0.70490  -0.11727
O  -3.11528  0.54657  -0.18310
H  0.95472  0.10528  2.38640
H  -3.36543  -0.31530  -0.67489
O  1.47832  -0.97687  -0.77552
H  -0.36704  3.09805  -1.77800
H  -3.49574  1.19804  -0.77380
O  -1.57115  -2.08793  0.92145
H  1.51948  0.05048  -1.04203
H  1.15059  -1.29833  -1.82334
H  0.09521  1.01700  3.35146
H  -2.33377  -2.15816  0.14596

These are the Mulliken partial charges, in e, on atoms 1 to 8:
1 O -0.671
2 H 0.408
3 H 0.336
4 O -0.659
5 H 0.321
6 O -0.631
7 H 0.310
8 H 0.270



A cluster of 3 separate species, C5H13NO in total, computed with ωB97M-V/def2-TZVPD.

Results
HOMO level (spin up / spin down)   -6.6 / -6.6 eV
DFT total energy   -328.0591 hartree
Kohn-Sham gap (spin up / spin down)   0.2635 / 0.2637 hartree
Energy above the lowest of the compared OMol25 structures with the same formula, charge and spin   681.9 kJ/mol

Positions of all 20 atoms, in Å:
C  -0.34590  -0.06340  -1.11659
C  0.91225  -0.88243  -0.73968
C  0.95880  -1.38273  0.64015
C  -0.00978  1.52449  0.37606
C  -0.54820  -0.06569  1.87344
N  -0.35806  0.56708  -2.32415
O  -1.53459  -0.59981  -0.82293
H  -1.39294  -1.13203  -0.01506
H  0.43720  1.15274  -2.52794
H  -1.24567  0.92880  -2.64065
H  1.78171  -0.27998  -1.01810
H  0.84352  -1.72336  -1.44244
H  1.78461  -1.05105  1.25448
H  0.67928  -2.41947  0.80198
H  -0.85195  2.06431  -0.05804
H  0.18029  1.98218  1.34215
H  0.91943  1.64866  -0.18316
H  -1.37492  0.63850  1.93813
H  0.16829  0.13603  2.66027
H  -1.00336  -1.04284  2.00208

These are the Mulliken partial charges, in e, on atoms 1 to 8:
1 C 0.208
2 C -0.245
3 C -1.083
4 C -1.143
5 C -1.338
6 N -0.448
7 O -0.572
8 H 0.434



A cluster of 2 separate species, H4O2 in total, computed with ωB97M-V/def2-TZVPD.

Results
HOMO level   -10.7 eV
DFT total energy   -152.8712 hartree
Kohn-Sham gap   0.4143 hartree
Energy above the lowest of the compared OMol25 structures with the same formula, charge and spin   9.8 kJ/mol

Positions of all 6 atoms, in Å:
H  0.88045  1.46572  1.09500
H  -0.55240  1.81842  0.52318
H  -0.06893  -0.33177  -0.53825
H  -0.11910  -1.77551  0.08545
O  0.12889  1.12367  0.61776
O  -0.14640  -1.27078  -0.76344

Per-atom Mulliken charges, elementary charge units:
1 H 0.310
2 H 0.319
3 H 0.397
4 H 0.301
5 O -0.665
6 O -0.662



A cluster of 2 separate species, C5H8FN in total, computed with ωB97M-V/def2-TZVPD.

Results
HOMO level (spin up / spin down)   -9.0 / -9.2 eV
DFT total energy   -349.7635 hartree
Kohn-Sham gap (spin up / spin down)   0.3397 / 0.3462 hartree
Energy above the lowest of the compared OMol25 structures with the same formula, charge and spin   409.1 kJ/mol

Positions of all 15 atoms, in Å:
C  -0.35784  -3.51171  -0.37982
C  0.49921  -2.57211  -0.63161
C  0.45664  0.49811  0.23614
C  0.57031  1.84536  0.93182
C  0.08185  0.59351  -1.21755
N  0.69273  -0.51667  0.89683
F  1.44098  -2.45729  -1.54365
H  -0.39353  -4.41768  -0.97644
H  -1.04979  -3.41893  0.43495
H  -0.14386  2.55360  0.52127
H  1.58195  2.22425  0.78271
H  0.40411  1.71956  1.99989
H  -0.86252  1.12531  -1.31770
H  -0.02109  -0.40324  -1.64402
H  0.85067  1.14496  -1.75974

These are the Mulliken partial charges, in e, on atoms 1 to 8:
1 C -0.695
2 C 0.280
3 C 1.018
4 C -1.132
5 C -1.056
6 N -0.614
7 F -0.198
8 H 0.287